Entry 1:
# C5H6ClN

A single C5H6ClN molecule (the ωB97M-V functional and the def2-TZVPD basis, OMol25).

XYZ file:
```
13
Properties=species:S:1:pos:R:3:mulliken_charge:R:1
C 1.43 1.29 -0.02 -0.05
C 0.07 1.75 -0.11 -0.24
C 1.69 -0.04 -0.05 -0.30
C -1.20 -0.24 -0.55 0.05
C -1.73 -1.45 0.01 -0.81
N -0.84 0.83 -0.09 -0.18
Cl 3.29 -0.80 0.21 -0.21
H 2.05 2.14 0.08 0.36
H -0.30 2.70 0.07 0.45
H 0.97 -0.82 0.03 0.05
H -2.74 -1.39 0.43 0.35
H -1.01 -1.74 0.80 0.26
H -1.69 -2.22 -0.81 0.28
```

Electronic energy in eV: -19291.2170
ΔE to the lowest compared entry with this formula, charge and spin in eV: 3.402
Molecular weight in Da: 115.563
LUMO level (spin up / spin down) in eV: 0.2 / 0.2
Spin multiplicity: 1

***

Entry 2:
# C51H53N10O3PbS

A molecular structure, C51H53N10O3PbS (the ωB97M-V functional and the def2-TZVPD basis, OMol25).

XYZ file:
```
119
Properties=species:S:1:pos:R:3:mulliken_charge:R:1
Pb -0.44 -0.36 0.80 1.93
C 8.89 -7.09 -7.77 -0.84
O 8.67 -5.71 -7.45 -0.38
C 7.74 -5.34 -6.62 0.94
C 6.87 -6.23 -5.94 -0.54
C 5.93 -5.73 -5.09 -0.76
C 5.80 -4.33 -4.87 0.58
C 6.68 -3.45 -5.56 -0.51
C 7.63 -3.93 -6.41 -0.67
C 4.83 -3.77 -4.00 0.19
N 4.67 -2.46 -3.81 -0.79
C 3.65 -2.33 -2.95 0.88
C 3.15 -3.59 -2.59 0.31
N 3.91 -4.49 -3.27 -0.13
C 2.06 -3.76 -1.68 0.12
C 1.53 -5.00 -1.29 -0.51
C 0.49 -5.03 -0.40 -1.10
C 0.00 -3.82 0.09 -0.49
N 0.48 -2.64 -0.27 0.31
C 1.49 -2.58 -1.15 0.23
C 1.99 -1.25 -1.53 -0.55
N 1.39 -0.15 -1.02 0.41
C 1.87 1.04 -1.34 -0.36
C 2.96 1.24 -2.19 -1.23
C 3.56 0.14 -2.74 -0.73
C 3.08 -1.13 -2.41 0.61
H 9.70 -7.10 -8.48 0.26
H 7.99 -7.53 -8.22 0.38
H 9.17 -7.66 -6.88 0.38
H 6.94 -7.29 -6.09 0.48
H 5.28 -6.43 -4.58 0.30
H 6.58 -2.39 -5.39 0.54
H 8.30 -3.28 -6.94 0.47
H 3.84 -5.49 -3.22 0.20
H 1.94 -5.91 -1.69 0.45
H 0.06 -5.97 -0.08 0.46
H -0.82 -3.80 0.80 0.55
H 1.37 1.89 -0.89 0.47
H 3.29 2.24 -2.40 0.53
H 4.41 0.22 -3.42 0.62
C 0.43 5.24 5.77 -1.56
C -0.94 5.04 5.10 1.87
C -1.34 6.33 4.39 -2.06
C -1.99 4.71 6.17 -1.59
C -0.84 3.87 4.14 -0.02
C -0.48 2.60 4.60 -0.62
C -0.38 1.55 3.71 -1.46
N -0.62 1.68 2.41 0.51
C -0.97 2.87 1.94 -0.43
C -1.09 3.98 2.77 -0.09
C -1.23 2.94 0.47 -0.34
C -1.59 4.13 -0.16 0.05
C -1.86 4.16 -1.53 0.17
C -1.78 2.94 -2.21 -1.16
C -1.40 1.81 -1.53 -0.86
N -1.12 1.80 -0.22 0.42
C -2.21 5.44 -2.28 1.95
C -3.55 5.26 -3.00 -1.62
C -1.09 5.69 -3.31 -1.55
C -2.31 6.65 -1.34 -2.05
H 0.37 6.06 6.49 0.46
H 1.20 5.50 5.03 0.36
H 0.76 4.35 6.31 0.33
H -1.37 7.14 5.12 0.42
H -2.33 6.25 3.95 0.43
H -0.61 6.62 3.63 0.43
H -2.05 5.54 6.88 0.47
H -1.73 3.82 6.74 0.33
H -2.97 4.57 5.73 0.38
H -0.28 2.42 5.65 0.58
H -0.10 0.56 4.05 0.61
H -1.39 4.93 2.36 0.59
H -1.66 5.04 0.41 0.58
H -2.00 2.87 -3.26 0.52
H -1.30 0.86 -2.04 0.66
H -3.51 4.46 -3.74 0.32
H -3.80 6.18 -3.53 0.47
H -4.35 5.04 -2.29 0.38
H -0.98 4.85 -4.00 0.35
H -0.14 5.86 -2.81 0.36
H -1.34 6.58 -3.89 0.45
H -3.09 6.51 -0.60 0.44
H -2.56 7.53 -1.93 0.42
H -1.36 6.85 -0.84 0.43
O -7.05 -4.21 6.99 -0.44
C -6.49 -4.55 5.84 0.56
O -6.68 -5.62 5.33 -0.50
C -5.57 -3.56 5.17 0.44
C -5.50 -3.60 3.77 -0.76
C -4.66 -2.76 3.10 -0.42
C -3.84 -1.86 3.81 0.23
S -2.87 -0.70 2.99 -0.12
C -3.87 -1.86 5.22 -0.60
C -4.74 -2.71 5.89 -0.73
H -6.90 -3.30 7.27 0.33
H -6.14 -4.31 3.25 0.46
H -4.60 -2.77 2.02 0.51
H -3.21 -1.20 5.76 0.47
H -4.75 -2.71 6.97 0.39
N 3.76 0.68 2.71 -0.06
C 3.88 -0.68 2.79 -0.62
C 2.71 -1.18 2.31 -0.78
N 1.89 -0.15 1.94 0.53
C 2.55 0.96 2.19 -0.77
H 4.46 1.36 2.98 0.24
H 4.76 -1.16 3.19 0.42
H 2.41 -2.21 2.22 0.44
H 2.18 1.96 2.02 0.51
C -5.10 -1.74 -2.69 -0.82
N -4.80 -1.20 -1.36 0.05
C -5.84 -0.56 -0.54 -0.69
C -3.57 -1.16 -0.94 0.18
N -2.50 -1.12 -0.50 -0.55
H -6.18 -1.85 -2.79 0.29
H -4.64 -2.72 -2.82 0.33
H -4.75 -1.08 -3.48 0.32
H -6.81 -0.81 -0.94 0.30
H -5.73 0.52 -0.53 0.28
H -5.79 -0.93 0.49 0.22
```

Electronic energy in eV: -90854.1789
ΔE to the lowest compared entry with this formula, charge and spin in eV: 0.314
Molecular weight in Da: 1093.319
LUMO level (spin up / spin down) in eV: -7.9 / -9.9
Spin multiplicity: 1
Total charge: +3